# 1
Density functional theory data (ωB97M-V/def2-TZVPD) for C19H27Br48N2O3P as an isolated structure at a distorted geometry.

Kohn-Sham gap, eV: 8.91
2S+1: 1
Molecular weight, Da: 4197.80
Highest occupied orbital energy, eV: -9.3

CARTESIAN COORDINATES (ANGSTROEM)
N  0.3804  -0.8203  -2.2429
P  0.8757  0.6415  -2.4066
O  2.3143  0.8058  -3.0798
O  -0.0639  1.5212  -3.3605
C  1.0160  1.4995  -0.8077
O  0.6759  2.8715  -0.9115
C  1.6394  3.7641  -0.3823
C  1.6954  3.7980  1.1758
N  0.6007  3.1318  1.8631
H  0.2432  -1.0187  -1.2586
H  2.3059  0.6002  -4.0258
H  -0.7039  2.0058  -2.8181
H  2.0387  1.3612  -0.4421
H  0.3322  0.9920  -0.1220
H  2.6318  3.5151  -0.7760
H  1.4027  4.7566  -0.7654
H  1.7055  4.8490  1.4754
H  2.6317  3.3535  1.5127
H  -0.2694  3.1783  1.3537
H  0.8127  2.1815  2.1227
C  1.1872  -3.2342  0.1044
Br  2.6792  -2.7505  1.2184
Br  0.9791  -5.1365  -0.0470
Br  -0.4382  -2.4061  0.7203
H  1.3867  -2.8395  -0.8846
C  0.8529  8.1265  -0.8611
Br  1.6100  7.3529  0.7354
Br  2.0348  9.4255  -1.6398
Br  0.3114  6.7742  -2.1147
H  -0.0409  8.6558  -0.5595
C  -4.3382  -1.0468  -1.0933
Br  -4.1029  -1.9522  0.5920
Br  -2.6593  -0.3927  -1.7748
Br  -5.1702  -2.1558  -2.4070
H  -4.9898  -0.2015  -0.9175
C  -3.5801  -6.1818  -1.9787
Br  -4.7409  -5.9301  -0.4629
Br  -4.5892  -6.5665  -3.5709
Br  -2.4025  -4.6851  -2.2108
H  -2.9679  -7.0493  -1.7698
C  1.8355  -7.0499  4.0547
Br  2.1226  -8.8950  4.5070
Br  3.2284  -6.3667  2.9257
Br  0.0896  -6.7552  3.2992
H  1.8793  -6.4995  4.9829
C  -8.7674  0.4208  -1.9513
Br  -8.5842  -0.5686  -0.3114
Br  -7.0642  1.0699  -2.5572
Br  -9.6539  -0.6087  -3.3104
H  -9.3847  1.2826  -1.7431
C  -2.5794  -2.2664  -6.1757
Br  -1.2828  -1.9569  -4.7865
Br  -2.9454  -4.1424  -6.3993
Br  -4.1995  -1.2754  -5.8503
H  -2.1614  -1.9069  -7.1045
C  4.6606  -1.5458  4.9753
Br  6.3584  -2.2457  4.4052
Br  4.1100  -0.0526  3.8944
Br  3.3060  -2.9064  4.9752
H  4.7771  -1.1907  5.9890
C  7.7331  2.1348  0.4413
Br  8.8766  3.4051  1.3220
Br  6.4488  1.3772  1.6570
Br  6.8830  2.9011  -1.1062
H  8.3592  1.3265  0.0926
C  -6.1765  5.5453  -2.2508
Br  -6.3780  4.4212  -0.7039
Br  -5.6198  4.5450  -3.7994
Br  -7.7726  6.5563  -2.6029
H  -5.3903  6.2525  -2.0293
C  4.3256  -7.2587  8.0961
Br  6.0591  -7.8825  7.5444
Br  3.7693  -5.7429  7.0497
Br  3.0330  -8.6853  8.0756
H  4.4095  -6.9223  9.1196
C  0.9023  -6.4318  10.8553
Br  -0.2449  -6.5998  12.3864
Br  0.1869  -5.2109  9.5564
Br  2.6929  -5.9432  11.3687
H  0.9626  -7.4031  10.3845
C  -2.2213  7.7467  1.7038
Br  -3.3090  7.4104  3.2493
Br  -3.0621  7.1340  0.0854
Br  -1.7254  9.6022  1.5738
H  -1.3061  7.1821  1.8203
C  -2.0086  6.0085  -5.8158
Br  -1.1106  4.7334  -4.6832
Br  -2.0367  7.7723  -5.0554
Br  -1.2575  6.0143  -7.5845
H  -3.0353  5.6836  -5.9024
C  -0.5692  -8.5975  -3.8048
Br  0.3502  -7.3234  -2.7001
Br  -1.7774  -9.6845  -2.7701
Br  -1.4746  -7.7116  -5.2498
H  0.1686  -9.2585  -4.2355
C  4.4805  5.1374  -3.2978
Br  6.2587  5.0747  -4.0308
Br  3.4231  6.5639  -4.0274
Br  3.5445  3.4691  -3.4958
H  4.5773  5.3238  -2.2375

=====

# 2
Density functional theory data (ωB97M-V/def2-TZVPD) for a 2-piece molecular cluster, C19H27F3N2O3S2 overall at a distorted geometry.

Kohn-Sham gap, eV: 6.05
2S+1: 1
Molecular weight, Da: 452.56
Highest occupied orbital energy, eV: -7.9
Energy above the lowest of the compared OMol25 structures with the same formula, charge and spin, kJ/mol: 189.5

CARTESIAN COORDINATES (ANGSTROEM)
C  -2.8836  -1.6615  3.2921
C  -1.7647  -0.8120  2.9479
C  -0.9680  -1.0079  1.5750
C  -1.9619  -1.0145  0.3201
N  -1.4095  -0.2265  -0.5838
C  -2.0675  -0.0328  -1.9114
N  -2.6933  -1.2605  -2.4823
C  -0.1100  0.5230  -0.3385
C  0.1725  0.0869  1.1723
C  0.2508  1.3638  2.1907
S  1.0580  2.8596  1.4524
C  2.8092  2.5095  0.9545
C  3.8231  2.4133  2.2073
C  1.5209  -0.7035  1.5612
C  2.1053  -1.6731  0.4421
C  1.3128  -2.4254  -0.6511
C  2.0155  -3.3543  -1.7053
C  3.5555  -3.5977  -1.6672
C  4.3620  -2.8863  -0.5528
C  3.6617  -1.9262  0.4786
C  4.6410  -1.2686  1.5759
H  -3.8615  -1.1805  3.6655
H  -2.8266  -2.7992  3.2746
H  -1.5450  0.0141  3.7242
H  -0.6031  -2.1059  1.6765
H  -2.9267  -1.6164  0.3153
H  -1.2951  0.4135  -2.6242
H  -2.9012  0.7510  -1.7976
H  -2.0563  -2.0512  -2.2903
H  -2.6901  -1.1529  -3.5147
H  0.7673  0.2932  -1.0359
H  -0.4330  1.5899  -0.5826
H  0.8351  1.0556  3.1258
H  -0.7976  1.7033  2.5385
H  2.9097  1.5626  0.3056
H  3.1707  3.3891  0.3077
H  4.8357  1.9687  1.8671
H  3.3473  1.7763  3.0446
H  4.0513  3.4802  2.5435
H  2.3216  0.0181  1.9327
H  1.2533  -1.3695  2.4720
H  0.1877  -2.2869  -0.7329
H  1.4349  -3.8894  -2.5426
H  4.0919  -4.2787  -2.4018
H  5.4911  -3.0676  -0.4725
H  5.4096  -2.0719  1.8406
H  3.9952  -1.1299  2.5249
H  5.0983  -0.2828  1.2347
C  -6.3594  3.4068  -3.2420
F  -6.3614  4.6823  -2.7828
F  -6.7265  2.6306  -2.1899
F  -7.3761  3.3301  -4.1344
S  -4.7223  2.9063  -3.9703
O  -3.7557  3.0484  -2.8797
O  -4.4931  3.8339  -5.0703
O  -4.9001  1.5235  -4.4068

=====

# 3
Density functional theory data (ωB97M-V/def2-TZVPD) for a 4-piece molecular cluster, C19H27F7NO7 overall.

Kohn-Sham gap, eV: 8.19
Total charge: +1
2S+1: 1
Molecular weight, Da: 514.41
Highest occupied orbital energy, eV: -11.2

CARTESIAN COORDINATES (ANGSTROEM)
F  5.2681  3.2870  2.4365
C  4.4571  3.4630  1.4023
F  4.5347  4.7225  0.9787
F  4.8123  2.6412  0.4156
C  2.9995  3.1536  1.8445
F  2.7591  3.7328  3.0194
F  2.8676  1.8217  1.9812
C  1.9050  3.6061  0.8465
F  1.7105  4.9346  0.9688
F  2.3180  3.3792  -0.4164
C  0.5752  2.8915  1.0287
C  -0.1186  3.0214  2.3863
O  -1.3162  2.2923  2.3682
C  -2.2415  2.7801  1.4137
C  -1.6658  2.6787  0.0156
N  -0.3695  3.4560  -0.0012
H  0.6958  1.8324  0.7895
H  0.5077  2.6113  3.1769
H  -0.3014  4.0853  2.6090
H  -3.1475  2.1815  1.4791
H  -2.5258  3.8184  1.6411
H  -1.4213  1.6509  -0.2535
H  -2.3282  3.1127  -0.7335
H  -0.5826  4.4240  0.2681
H  0.0600  3.4954  -0.9294
O  -5.2305  2.8486  1.9458
C  -6.3087  2.4400  1.5966
O  -7.2204  3.2494  1.0387
C  -8.4615  2.5415  0.8163
C  -8.0704  1.0677  0.7700
C  -6.8686  1.0376  1.7107
H  -9.1276  2.7697  1.6492
H  -8.8938  2.9232  -0.1038
H  -8.8844  0.4118  1.0677
H  -7.7643  0.7955  -0.2406
H  -7.1609  0.8875  2.7525
H  -6.1078  0.3006  1.4668
O  2.0026  -3.4819  -0.8457
C  2.7468  -2.5865  -0.5838
O  2.4012  -1.2847  -0.7901
C  3.5013  -0.4205  -0.4702
C  4.3842  -1.2174  0.4848
C  4.1484  -2.6432  -0.0074
H  4.0203  -0.1605  -1.3955
H  3.0828  0.4842  -0.0349
H  5.4236  -0.8990  0.4573
H  4.0188  -1.1121  1.5075
H  4.8285  -2.9210  -0.8156
H  4.2030  -3.4102  0.7601
O  3.4399  -6.6574  -5.7413
C  2.8786  -6.7837  -4.6942
O  3.1659  -7.7935  -3.8353
C  2.2943  -7.7475  -2.6924
C  1.7977  -6.3062  -2.6252
C  1.7799  -5.9223  -4.0996
H  1.4816  -8.4595  -2.8527
H  2.8731  -8.0607  -1.8270
H  0.8367  -6.2119  -2.1247
H  2.5131  -5.6861  -2.0846
H  0.8425  -6.1913  -4.5919
H  1.9817  -4.8740  -4.3032

=====

# 4
Density functional theory data (ωB97M-V/def2-TZVPD) for a 3-piece molecular cluster, C19H27FO6 overall at a distorted geometry.

Kohn-Sham gap, eV: 7.03
SMILES: Cc1cccc2c1C(=O)C(F)=CC2=O.COCCOC.COCCOC
2S+1: 1
Molecular weight, Da: 370.42
Highest occupied orbital energy, eV: -9.2

CARTESIAN COORDINATES (ANGSTROEM)
C  -1.0336  -4.0316  -0.8349
C  -1.3026  -2.4227  -0.6506
C  -0.0048  -1.3924  -0.4248
C  -0.3092  0.2387  -0.2330
C  -1.8726  0.7930  -0.2382
C  -3.1277  -0.2665  -0.4666
C  -2.8601  -1.8995  -0.7017
C  -4.1898  -2.8226  -0.9608
O  -4.1817  -4.0657  -1.5117
C  -5.7174  -2.2522  -0.5889
F  -6.8558  -3.2364  -0.5225
C  -5.9094  -0.7878  -0.3731
C  -4.6721  0.3319  -0.4541
O  -4.9957  1.6287  -0.4899
H  -1.8280  -4.5797  -0.1335
H  -1.3645  -4.3008  -1.9418
H  0.0562  -4.3841  -0.5916
H  1.1202  -1.7871  -0.4256
H  0.6372  0.9478  -0.0735
H  -2.0282  1.9443  -0.0992
H  -7.0049  -0.4267  -0.1347
C  3.6986  -1.5136  -1.4846
O  3.4800  -2.9157  -1.3662
C  3.6054  -3.5935  -2.6199
C  4.9771  -4.2631  -2.7586
O  6.0288  -3.2934  -2.8099
C  6.6818  -3.1362  -1.5549
H  3.8779  -1.1094  -0.4843
H  4.5640  -1.2814  -2.1113
H  2.8065  -1.0384  -1.9012
H  3.4139  -2.9080  -3.4546
H  2.8333  -4.3700  -2.6418
H  5.0040  -4.8135  -3.7041
H  5.1498  -4.9816  -1.9479
H  7.3759  -3.9688  -1.3975
H  5.9739  -3.0890  -0.7239
H  7.2513  -2.2035  -1.5789
C  -1.1807  7.0269  2.8474
O  -1.8623  6.0704  3.6527
C  -2.6404  5.1580  2.8723
C  -1.9104  3.8242  2.6791
O  -0.7234  3.9872  1.8959
C  0.4503  4.0511  2.6987
H  -0.3979  7.4899  3.4547
H  -0.7134  6.5710  1.9703
H  -1.8824  7.8018  2.5276
H  -2.9119  5.6035  1.9073
H  -3.5665  4.9728  3.4267
H  -2.5658  3.1432  2.1274
H  -1.6785  3.3574  3.6442
H  0.7287  3.0415  3.0198
H  0.3168  4.6892  3.5757
H  1.2600  4.4624  2.0905